1.
58
Properties=species:S:1:pos:R:3 method="wB97M-V/def2-TZVPD" total_energy_ev=-50030.4570 spin_multiplicity=4 total_charge=+2 lumo_energy_ev="-6.96 / -9.25"
Re 0.0441 0.8214 1.1615
P 1.8948 0.2020 0.1492
P -0.9388 1.8813 -0.5401
O 0.3816 2.5281 2.1045
O 2.2991 3.7125 2.1371
N 0.5500 1.5280 4.4267
N -0.6235 -1.2685 -1.8442
C -1.9967 -3.5672 -1.1839
C -2.7194 -2.4010 -1.4801
C -4.1317 -2.2615 -1.4177
C -1.6894 1.2449 -2.1455
C 0.2218 -4.7157 -0.9014
C -1.9596 -1.2201 -1.8096
C 1.5305 2.8978 2.6299
C -0.5948 -3.5949 -1.2001
C 2.0556 -0.8300 -1.4403
C 2.9787 1.6038 -0.3433
C 3.0461 -0.7956 1.1840
C -3.9775 0.1193 -1.8946
C 1.6033 -4.5992 -0.8522
C -2.4447 2.6565 0.1643
C -4.7408 -1.0316 -1.6219
C 2.2371 -3.3607 -1.0659
C -2.5918 0.0485 -1.9719
C 0.0043 3.3293 -1.1524
C 1.4880 -2.2210 -1.3325
C 0.0761 -2.3536 -1.4922
C 1.8179 2.2077 3.9580
H 1.4748 -0.2552 -2.1753
H 2.5760 -1.7645 1.3841
H 2.1712 2.9098 4.7157
H -0.6847 4.0120 -1.6697
H 2.2156 -5.4728 -0.6336
H -5.8264 -0.9319 -1.5613
H 3.2109 -0.2907 2.1439
H -0.2669 -5.6669 -0.6896
H 0.7942 3.0017 -1.8425
H -0.8155 -0.4970 0.7368
H -0.2051 2.2225 4.5294
H 3.0885 2.3258 0.4820
H 0.2515 0.8131 3.7120
H -3.1732 1.8625 0.3717
H 4.0028 -0.9481 0.6682
H -2.8721 3.3809 -0.5406
H -4.4579 1.0884 -2.0418
H -4.7302 -3.1443 -1.1858
H -2.5446 -4.4762 -0.9324
H 2.5398 2.1288 -1.1986
H -0.8045 0.9660 -2.7320
H 0.4566 3.8352 -0.2834
H -2.1581 3.1574 1.0985
H -2.2375 2.0730 -2.6211
H 3.9559 1.1891 -0.6241
H 0.7069 1.0677 5.3251
H 0.4817 -0.4271 2.2385
H 3.1205 -0.8637 -1.7182
H 3.3248 -3.2869 -1.0133
H 2.5846 1.4311 3.8326

=====

2.
59
Properties=species:S:1:pos:R:3 method="wB97M-V/def2-TZVPD" total_energy_ev=-37529.8407 spin_multiplicity=1 smiles="CC(C)C[C@@H](C(=O)N[C@H](C(=O)OC1CCCC1)c1ccccc1)[C@H](O)C(=O)NO" total_charge=0 lumo_energy_ev=0.65
O 0.1382 -1.7037 -0.9220
O -3.5325 -0.5731 2.4599
O -1.5185 0.9819 3.0716
O 2.8105 -0.3033 -0.3324
O -3.4488 -2.7763 1.0606
O 1.2716 -0.3024 1.2947
N -1.3750 -0.0747 2.1612
N -0.5676 0.3980 -0.6934
C 0.8058 0.8520 -0.7802
C 3.1619 -2.6042 0.4321
C -2.3222 -1.9615 0.9285
C 5.0062 -2.4266 -1.1037
C -3.3277 -0.4477 -0.8657
C 4.2760 -3.4307 -0.2167
C 0.4171 2.7989 0.7701
C -2.4529 -0.8166 1.9261
C 1.6427 -0.0085 0.1791
C 5.0430 -1.1728 -0.2337
C -2.2038 -1.4289 -0.5334
C 1.8659 4.4789 -0.8888
C -0.7894 -0.9329 -0.7432
C -4.4192 1.0965 -2.4971
C 0.5870 4.1309 1.1060
C 1.6962 3.1488 -1.2294
C 1.3086 4.9737 0.2782
C -3.3392 0.0290 -2.3242
C 0.9660 2.3008 -0.4059
C 3.6741 -1.1515 0.4488
C -3.5872 -1.1262 -3.2916
H -4.4279 1.4690 -3.5186
H -2.4374 0.8811 3.3960
H 5.2047 -0.2601 -0.8040
H 4.4214 -2.2330 -2.0030
H 0.1569 4.5060 2.0222
H -1.4269 -2.5574 1.1487
H 2.9174 -2.9520 1.4337
H -4.4988 -1.6566 -3.0256
H 1.4406 6.0119 0.5434
H 6.0000 -2.7625 -1.3947
H 3.7097 -0.7362 1.4612
H 1.1897 0.6721 -1.7920
H 2.2534 -2.6425 -0.1701
H -0.3992 -0.2395 1.8964
H -3.2824 0.4212 -0.2027
H -3.6945 -0.7482 -4.3058
H 2.1331 2.7646 -2.1395
H -4.0989 -2.2624 1.5738
H 3.8819 -4.2761 -0.7767
H -2.7598 -1.8304 -3.2829
H -2.3679 0.4758 -2.5645
H -2.3114 -2.3243 -1.1533
H 2.4338 5.1297 -1.5369
H 5.8234 -1.2600 0.5224
H -4.2741 -0.9537 -0.6597
H -4.2465 1.9380 -1.8292
H -5.3994 0.6802 -2.2762
H -1.2849 1.0580 -0.4439
H -0.1275 2.1516 1.4384
H 4.9569 -3.8104 0.5472

=====

3.
63
Properties=species:S:1:pos:R:3 method="wB97M-V/def2-TZVPD" total_energy_ev=-62824.1494 spin_multiplicity=1 total_charge=-1 lumo_energy_ev=2.48
Pt -0.8056 -2.0021 -0.4901
S -2.9164 -4.0558 0.3200
S 1.7361 -4.0947 0.0791
O -3.4186 -2.7493 0.6897
O -2.1453 -4.6439 1.5899
O -3.9067 -5.0259 -0.0369
O -1.8176 -3.9108 -0.6933
N 2.7938 -2.8580 2.2653
N 2.4858 -1.9919 3.2687
N -0.2900 -0.1620 -1.0430
N -0.5601 -2.3572 1.5017
N 0.7439 -2.3796 1.9736
C 2.5720 1.6758 0.7328
C -3.0621 2.3492 -0.6592
C -1.7663 1.8480 -0.6531
C -4.1130 1.5521 -1.0964
C 1.1737 1.6621 -1.8644
C 1.1940 1.0252 0.5853
C 3.4874 0.1218 -0.9876
C -4.9883 -0.6218 -2.0478
C 1.2277 -1.7200 3.0657
C 3.6619 0.6409 0.4415
C 2.0999 -0.5012 -1.1294
C -1.4948 0.5500 -1.1059
C 0.3998 -0.8277 3.9157
C -3.8777 0.2706 -1.5836
C 3.6414 1.2819 -1.9683
C -3.3190 3.7451 -0.1511
C -2.5702 -0.1770 -1.6466
C 2.6892 2.8355 -0.2582
C 0.9865 0.5164 -0.8493
C 2.5475 2.3137 -1.6903
C 1.7616 -3.1412 1.4318
H -0.4442 -1.3691 4.3458
H -1.5009 -3.9265 1.7952
H -3.0264 3.8444 0.8966
H -4.9727 -1.5528 -1.4790
H -2.3752 -1.1204 -2.1580
H 0.3963 2.4187 -1.7626
H -5.1258 1.9379 -1.0689
H 1.9991 -1.3340 -0.4370
H -4.3751 4.0031 -0.2280
H 3.6570 3.3332 -0.1379
H 4.6523 1.0923 0.5634
H 2.6851 2.0563 1.7548
H 3.5884 -0.1854 1.1533
H 1.9135 3.5809 -0.0535
H 0.4155 1.7319 0.8816
H 1.9563 -0.9251 -2.1276
H -5.9595 -0.1453 -1.9168
H 3.5535 0.9159 -2.9953
H 2.6409 3.1497 -2.3928
H -2.7495 4.4834 -0.7197
H -1.0243 -1.6080 2.0065
H -4.8720 -0.8742 -3.1033
H 1.0212 -0.4391 4.7176
H 1.0735 1.2397 -2.8685
H -0.9846 2.4762 -0.2515
H 0.0039 0.0085 3.3360
H 4.2381 -0.6455 -1.2006
H 3.7232 -3.2191 2.1592
H 4.6309 1.7397 -1.8665
H 1.1110 0.1644 1.2511

=====

Please write out number 3 again, unchanged.
63
Properties=species:S:1:pos:R:3 method="wB97M-V/def2-TZVPD" total_energy_ev=-62824.1494 spin_multiplicity=1 total_charge=-1 lumo_energy_ev=2.48
Pt -0.8056 -2.0021 -0.4901
S -2.9164 -4.0558 0.3200
S 1.7361 -4.0947 0.0791
O -3.4186 -2.7493 0.6897
O -2.1453 -4.6439 1.5899
O -3.9067 -5.0259 -0.0369
O -1.8176 -3.9108 -0.6933
N 2.7938 -2.8580 2.2653
N 2.4858 -1.9919 3.2687
N -0.2900 -0.1620 -1.0430
N -0.5601 -2.3572 1.5017
N 0.7439 -2.3796 1.9736
C 2.5720 1.6758 0.7328
C -3.0621 2.3492 -0.6592
C -1.7663 1.8480 -0.6531
C -4.1130 1.5521 -1.0964
C 1.1737 1.6621 -1.8644
C 1.1940 1.0252 0.5853
C 3.4874 0.1218 -0.9876
C -4.9883 -0.6218 -2.0478
C 1.2277 -1.7200 3.0657
C 3.6619 0.6409 0.4415
C 2.0999 -0.5012 -1.1294
C -1.4948 0.5500 -1.1059
C 0.3998 -0.8277 3.9157
C -3.8777 0.2706 -1.5836
C 3.6414 1.2819 -1.9683
C -3.3190 3.7451 -0.1511
C -2.5702 -0.1770 -1.6466
C 2.6892 2.8355 -0.2582
C 0.9865 0.5164 -0.8493
C 2.5475 2.3137 -1.6903
C 1.7616 -3.1412 1.4318
H -0.4442 -1.3691 4.3458
H -1.5009 -3.9265 1.7952
H -3.0264 3.8444 0.8966
H -4.9727 -1.5528 -1.4790
H -2.3752 -1.1204 -2.1580
H 0.3963 2.4187 -1.7626
H -5.1258 1.9379 -1.0689
H 1.9991 -1.3340 -0.4370
H -4.3751 4.0031 -0.2280
H 3.6570 3.3332 -0.1379
H 4.6523 1.0923 0.5634
H 2.6851 2.0563 1.7548
H 3.5884 -0.1854 1.1533
H 1.9135 3.5809 -0.0535
H 0.4155 1.7319 0.8816
H 1.9563 -0.9251 -2.1276
H -5.9595 -0.1453 -1.9168
H 3.5535 0.9159 -2.9953
H 2.6409 3.1497 -2.3928
H -2.7495 4.4834 -0.7197
H -1.0243 -1.6080 2.0065
H -4.8720 -0.8742 -3.1033
H 1.0212 -0.4391 4.7176
H 1.0735 1.2397 -2.8685
H -0.9846 2.4762 -0.2515
H 0.0039 0.0085 3.3360
H 4.2381 -0.6455 -1.2006
H 3.7232 -3.2191 2.1592
H 4.6309 1.7397 -1.8665
H 1.1110 0.1644 1.2511

=====

Repeat the first record exactly.
58
Properties=species:S:1:pos:R:3 method="wB97M-V/def2-TZVPD" total_energy_ev=-50030.4570 spin_multiplicity=4 total_charge=+2 lumo_energy_ev="-6.96 / -9.25"
Re 0.0441 0.8214 1.1615
P 1.8948 0.2020 0.1492
P -0.9388 1.8813 -0.5401
O 0.3816 2.5281 2.1045
O 2.2991 3.7125 2.1371
N 0.5500 1.5280 4.4267
N -0.6235 -1.2685 -1.8442
C -1.9967 -3.5672 -1.1839
C -2.7194 -2.4010 -1.4801
C -4.1317 -2.2615 -1.4177
C -1.6894 1.2449 -2.1455
C 0.2218 -4.7157 -0.9014
C -1.9596 -1.2201 -1.8096
C 1.5305 2.8978 2.6299
C -0.5948 -3.5949 -1.2001
C 2.0556 -0.8300 -1.4403
C 2.9787 1.6038 -0.3433
C 3.0461 -0.7956 1.1840
C -3.9775 0.1193 -1.8946
C 1.6033 -4.5992 -0.8522
C -2.4447 2.6565 0.1643
C -4.7408 -1.0316 -1.6219
C 2.2371 -3.3607 -1.0659
C -2.5918 0.0485 -1.9719
C 0.0043 3.3293 -1.1524
C 1.4880 -2.2210 -1.3325
C 0.0761 -2.3536 -1.4922
C 1.8179 2.2077 3.9580
H 1.4748 -0.2552 -2.1753
H 2.5760 -1.7645 1.3841
H 2.1712 2.9098 4.7157
H -0.6847 4.0120 -1.6697
H 2.2156 -5.4728 -0.6336
H -5.8264 -0.9319 -1.5613
H 3.2109 -0.2907 2.1439
H -0.2669 -5.6669 -0.6896
H 0.7942 3.0017 -1.8425
H -0.8155 -0.4970 0.7368
H -0.2051 2.2225 4.5294
H 3.0885 2.3258 0.4820
H 0.2515 0.8131 3.7120
H -3.1732 1.8625 0.3717
H 4.0028 -0.9481 0.6682
H -2.8721 3.3809 -0.5406
H -4.4579 1.0884 -2.0418
H -4.7302 -3.1443 -1.1858
H -2.5446 -4.4762 -0.9324
H 2.5398 2.1288 -1.1986
H -0.8045 0.9660 -2.7320
H 0.4566 3.8352 -0.2834
H -2.1581 3.1574 1.0985
H -2.2375 2.0730 -2.6211
H 3.9559 1.1891 -0.6241
H 0.7069 1.0677 5.3251
H 0.4817 -0.4271 2.2385
H 3.1205 -0.8637 -1.7182
H 3.3248 -3.2869 -1.0133
H 2.5846 1.4311 3.8326